Record 1
C33H46F10N8O4P2Re | ωB97M-V/def2-TZVPD

The geometry in XYZ format:
```
104
Properties=species:S:1:pos:R:3:forces:R:3:mulliken_charge:R:1
F -3.443864 1.403591 3.487972 0.080 0.021 0.171 -0.3392
O 0.152056 1.015274 -0.607511 -0.009 0.018 -0.398 1.0733
H 3.026407 -3.316372 -1.112667 -0.001 -0.005 -0.009 0.5398
H 1.579751 -0.103588 -2.655013 -0.044 -0.024 -0.039 -0.0791
C 0.095238 -1.119277 -5.481140 0.006 0.004 0.014 -1.0173
H -3.404569 -1.155613 -3.977590 -0.038 -0.076 0.013 0.6891
H 2.088008 -0.396219 -5.042629 0.001 -0.004 -0.002 0.5795
H -2.996859 -2.201895 -2.660358 0.060 -0.014 0.104 -0.0311
H 3.161783 3.556063 0.439220 -0.020 0.026 0.034 0.3604
C 3.374522 3.241582 -0.574621 0.000 -0.022 -0.004 -0.9848
C 1.176740 -2.109581 1.843726 0.144 0.156 0.145 -1.1854
C -1.657917 3.376679 -1.507173 0.057 0.059 -0.013 -0.1181
P 1.797858 2.089733 2.131621 0.036 0.066 0.101 0.0567
N 2.575707 3.294118 2.893156 -0.026 -0.023 0.029 0.7084
C 1.164121 0.858313 4.353846 -0.004 -0.053 0.007 -1.1169
H -2.523338 0.708198 -2.109967 0.015 -0.022 0.022 -0.1225
H 0.780601 4.211436 3.509545 0.001 0.001 0.002 0.2210
H 3.208329 1.862522 -2.904665 -0.014 -0.008 0.001 0.3609
C -0.845008 -0.959960 2.545727 -0.085 -0.105 -0.048 -1.4933
H -0.103780 5.484865 -0.704153 -0.001 0.006 -0.001 0.2890
N -0.303544 -2.890560 -0.760742 -0.147 -0.181 -0.106 1.9254
F -0.971658 -4.059361 -3.180281 -0.018 0.016 -0.023 -0.4372
H 2.861860 -0.937684 1.332617 -0.058 -0.040 -0.034 0.5120
F -4.261274 -4.984048 1.019913 0.006 0.003 0.000 -0.2955
H -1.904867 3.672383 -2.527278 -0.016 -0.014 0.000 0.3097
H 0.793186 -3.120514 1.711396 -0.001 0.003 -0.035 0.3120
N 0.116936 -1.130817 1.556336 0.151 0.097 -0.524 1.6656
H 4.234748 2.571525 -0.557842 0.000 -0.011 0.016 0.2789
H 3.075578 -2.667600 1.002754 0.016 0.001 -0.012 0.3013
C -2.742193 0.271051 3.448052 -0.077 0.087 -0.276 0.4493
C 0.828770 -0.482287 -3.324628 -0.020 0.048 0.015 -0.0406
C -2.871612 -5.106585 -2.307439 0.028 0.004 -0.009 0.4584
C -3.120257 -0.756731 4.266441 -0.068 -0.154 -0.094 0.1382
H -1.147433 1.861884 4.040691 -0.041 0.084 -0.029 0.6789
F -2.109853 -3.426463 1.342083 0.003 0.036 0.082 -0.0069
H -4.167620 -1.431852 -0.691741 -0.041 0.027 0.001 0.4510
H 0.770063 -4.432357 -1.748356 0.025 -0.012 0.016 0.8988
C 2.369646 -1.834420 0.966701 0.021 0.065 0.029 -1.4121
Re -0.144257 -0.998934 -0.464911 0.013 -0.457 0.812 1.7969
C -3.457147 -4.767947 -0.009501 -0.009 0.005 -0.010 0.1561
O -2.242743 -1.022994 -0.103928 -0.051 0.211 0.109 -0.5628
C -1.577318 0.276861 2.645531 0.624 -0.489 1.590 0.3837
C -1.145969 -1.326991 -4.919341 -0.013 0.077 -0.019 -0.9293
H 3.160410 -0.707951 -2.056193 0.016 0.002 0.036 0.6439
H -2.057313 1.046490 1.301406 0.023 -0.061 0.102 0.0497
C -2.287667 -1.869777 4.286693 -0.048 -0.017 0.143 0.4789
H -4.187642 0.312411 -2.462268 0.017 0.009 -0.034 0.6801
H 2.152377 5.306625 3.320005 -0.003 0.001 0.000 0.3589
H 1.081000 -4.301238 -0.026501 0.018 0.010 0.004 0.2897
C -3.725177 -5.345586 -1.240501 -0.011 -0.005 0.015 0.5069
H 1.371054 4.882237 -1.480655 -0.016 -0.005 0.013 0.3132
C -1.477227 -3.690578 -0.908195 0.058 0.074 -0.045 0.2148
C -0.772683 1.616226 3.046925 -0.225 0.137 -0.777 -0.9880
F -2.613145 -2.896066 5.040023 0.032 -0.002 -0.014 -0.2885
H 2.004483 -2.534965 -2.324665 0.001 0.005 0.008 0.4639
C 0.913524 -3.721778 -0.935806 -0.029 0.034 0.008 -0.8732
H -1.993821 2.372466 -1.310816 -0.004 -0.067 -0.056 -0.5316
F -3.119572 -5.638903 -3.493290 -0.004 -0.005 -0.008 -0.2941
N 2.010270 -1.567591 -0.473277 0.012 0.027 0.057 -0.1112
H 1.073910 -0.228414 4.285881 -0.006 0.017 0.011 0.0858
H -0.061320 5.228931 -2.456816 0.014 0.000 -0.007 0.3638
H -3.881422 0.234316 -0.096843 -0.030 -0.077 -0.040 0.6071
H 4.477934 2.566795 2.392690 0.001 -0.008 0.005 0.2085
H 2.993204 0.310452 -0.582216 0.006 -0.016 0.000 0.3714
H 3.630291 4.129163 -1.159445 0.006 -0.014 -0.008 0.5044
H 1.452063 2.065559 -3.090292 -0.015 0.002 -0.013 0.2434
N 0.647598 1.519692 3.154517 -0.012 -0.199 -0.004 0.6708
C -1.369400 -1.108865 -3.560714 -0.013 -0.002 -0.025 0.9589
F -2.369587 1.660609 0.633483 -0.306 0.553 -0.481 -0.7225
H 0.614316 1.202910 5.231130 0.012 0.010 0.004 0.4713
F -4.784668 -6.112990 -1.397298 -0.005 -0.003 -0.003 -0.2747
H 1.517871 -2.027387 2.878258 -0.009 -0.037 -0.015 1.0745
C 1.855183 4.311258 3.653393 0.003 -0.002 -0.005 -1.0853
N -0.355030 -0.753971 -2.745050 0.043 -0.018 -0.101 1.0407
H 2.505740 3.477805 -3.079624 0.014 -0.002 0.004 0.4857
C 4.033408 3.365792 2.978659 0.003 0.023 -0.029 -0.8919
C 0.284347 4.843828 -1.498045 -0.006 0.015 -0.019 -1.0711
N -0.207590 3.467757 -1.339280 -0.122 0.097 0.087 0.5454
C 2.067555 -2.817619 -1.274165 0.004 -0.038 -0.020 -1.0883
C -3.242902 -0.109822 -2.115423 -0.036 -0.003 -0.017 -0.8254
N 2.224815 2.577101 -1.190101 -0.066 0.073 -0.025 0.6421
H 4.061894 -1.103010 -0.608379 -0.002 0.002 0.005 0.4757
C -2.341752 -3.962219 0.141525 -0.020 0.026 -0.087 -0.8153
H -1.058039 2.422360 2.380250 0.109 0.097 0.010 0.1175
H 4.386532 4.329527 2.605549 -0.001 -0.003 -0.005 0.3409
H -2.373168 -1.046635 0.857061 0.010 -0.040 -0.014 -0.1716
C -1.768339 -4.292337 -2.129635 0.011 -0.038 0.017 -0.3459
F -4.203149 -0.720326 5.023469 -0.011 0.050 -0.028 -0.3212
H -2.168514 4.042721 -0.810359 -0.010 0.017 0.005 0.3053
C 2.349802 2.486719 -2.645460 -0.005 0.020 -0.019 -1.2334
C 1.105759 -0.637996 -4.661107 -0.013 0.000 -0.009 -1.4613
H 4.353014 3.262823 4.017559 -0.001 0.004 0.003 0.3413
P 0.732609 2.417829 -0.552249 0.209 -0.071 0.108 -0.3416
H 2.217329 1.100296 4.493923 0.006 -0.006 -0.003 0.4833
H 0.262256 -1.293990 -6.535454 -0.001 0.002 0.000 0.4856
O 0.854606 2.798362 0.985211 0.098 0.162 0.024 -1.0615
C -2.793994 -1.214524 -3.078240 0.029 0.048 -0.039 -0.8488
H -1.977837 -1.640484 -5.534655 0.001 -0.002 -0.004 0.5587
C -1.172217 -1.962868 3.469721 -0.193 -0.091 -0.289 0.4705
C -3.492950 -0.573588 -0.712827 -0.010 -0.090 -0.075 -0.9175
H 2.074734 4.222932 4.719727 -0.002 0.000 0.000 0.3627
C 3.116317 -0.695225 -0.971189 0.006 0.010 0.000 -1.6217
F -0.543302 -3.143666 3.512063 -0.014 -0.015 0.029 -0.3788
O 2.724368 1.122960 1.524096 -0.001 0.005 -0.007 -1.0730
```
Positions in Å, forces in eV/Å.

Its LUMO energy (spin up / spin down) is -6.2 / -6.0 eV. The molar mass is 1056.92 g/mol. As for the multiplicity: 2. The total energy comes out at -102950.7089 eV. The charge is +2. Its maximum force is 1.78 eV/Å. For the orbital gap (spin up / spin down), the calculation gives 0.2570 / 0.2662 Ha.

***

Record 2
C33H46F15N6O11S | ωB97M-V/def2-TZVPD

The geometry in XYZ format:
```
112
Properties=species:S:1:pos:R:3:forces:R:3:mulliken_charge:R:1
C 4.228490 3.959376 -1.269967 -1.014 -0.765 0.293 -0.3090
H -6.112790 0.950057 -7.089284 0.064 -0.062 0.097 0.3724
F 8.698453 -0.013476 -3.373133 -0.255 -0.033 0.337 -0.2454
H -5.242052 2.424772 -7.469201 0.138 0.007 0.074 0.3258
H 0.152548 -4.063408 3.800022 0.339 -0.131 -0.052 0.2986
H 1.318724 -1.063413 -2.617935 -0.555 0.600 -0.280 0.4470
O 8.080484 0.119968 -0.017722 0.316 0.082 -0.250 -0.4977
H -3.282992 -1.485165 8.455577 -0.124 -0.085 0.266 0.3310
H 5.623562 1.060184 -0.294865 -0.082 -0.045 0.118 0.4096
H 1.086423 3.687593 -8.400246 0.023 -0.424 0.787 0.3925
F 3.562227 -3.508286 0.783495 -0.403 0.008 0.116 -0.2529
H -0.069059 -0.603495 -3.613707 0.386 0.717 0.439 0.3118
H 0.635328 -6.624100 2.221322 -0.121 -0.008 0.039 0.3642
N 5.205697 4.630877 0.934634 -2.153 -1.549 -1.761 -0.5490
H 2.472248 2.541282 1.282472 0.558 0.385 -0.220 0.5685
C 1.269376 -4.183021 0.801333 -0.917 -0.415 1.054 0.0716
H 4.321427 4.064222 -2.362742 0.025 0.047 0.718 0.4095
H -1.159946 -1.793907 -1.799414 0.441 0.593 -0.142 0.3816
F -10.078847 2.746703 -5.106612 0.470 -0.238 0.007 -0.2338
H 0.753810 1.132842 -7.476082 -0.530 0.394 0.227 0.2984
C 0.528667 2.183443 -2.848496 1.307 0.437 1.022 0.6541
O -6.570628 2.892747 -5.217073 -0.392 0.219 0.252 -0.3646
F 2.630164 -3.803525 -1.123593 -0.465 0.019 0.239 -0.2795
C 3.227491 3.117097 0.721999 0.110 -0.113 -1.324 -0.2852
F 9.680893 -1.577614 -2.250951 -0.375 0.083 0.262 -0.2437
N -1.212385 0.122122 -0.738117 -0.414 -0.958 -0.406 -0.4784
C 2.177709 2.372461 -1.502880 0.554 2.453 -0.180 -0.3132
O 0.477824 -4.865843 0.219929 0.360 0.289 -0.511 -0.5291
N 1.915541 1.052242 -1.551786 0.453 2.842 0.252 0.1138
C -8.873523 3.288479 -4.921164 -1.177 0.926 0.008 0.8927
C 0.572861 -6.048318 3.145870 0.272 -0.122 -0.417 -1.3465
H -5.477445 1.204780 -4.659199 -0.256 0.038 -0.048 0.3122
C 3.207138 3.132012 -0.710601 1.509 0.256 1.814 0.5580
C -3.070911 -4.228684 10.112039 0.293 0.653 -0.886 0.3584
H -4.728767 -3.159699 7.284779 0.039 0.119 0.014 0.3406
H -2.115241 0.253112 -1.198658 0.171 0.254 0.190 0.2619
H 0.572837 3.070001 5.790122 -0.028 -0.021 -0.052 0.3936
H 2.399915 0.320522 -1.041714 -0.455 -0.238 -0.365 0.1134
H -0.139445 2.430295 3.507251 -0.028 -0.296 -0.136 0.3283
F -1.922399 -2.607485 4.920357 0.356 0.551 -0.272 -0.2688
F -5.053128 -4.515146 11.408763 0.264 0.097 -0.287 -0.2428
H -1.493974 2.245602 4.608193 -0.020 -0.253 0.041 0.3504
H 1.298355 3.479651 -6.571911 -0.188 -0.133 -0.622 0.2004
N 0.867066 0.954640 -2.411948 -0.562 -1.712 -0.667 0.5670
C -3.037577 -2.546714 8.471715 0.094 0.277 -0.640 -0.2653
H -4.557726 2.644671 -5.074212 -0.249 0.261 0.037 0.1748
H -0.182869 -6.504251 3.785261 0.008 0.080 0.002 0.4000
C 0.410149 -0.413675 -2.637765 -0.583 -1.715 0.362 -1.0125
C 8.001071 -0.343474 -1.115921 -0.812 -0.224 0.529 0.3437
C -1.370098 -0.302821 4.668473 0.209 1.246 0.117 0.1969
N -0.469295 2.466267 -3.686434 -1.033 1.618 0.229 0.0795
C -5.269980 1.572799 -6.788184 -0.262 -0.025 -0.152 -1.1013
C 5.019973 0.245568 -0.696338 0.195 0.218 -0.162 -0.5628
H 5.862441 5.295195 -0.909905 -0.513 -0.530 0.319 0.3590
C -3.639547 -3.229162 7.261221 -0.217 -0.323 0.108 -0.6662
H 4.123479 0.144843 -0.078175 0.129 -0.076 0.171 0.0952
H 1.545324 -6.123981 3.635346 -0.095 0.057 0.119 0.3343
C -0.841559 0.915038 -5.613558 -0.626 -0.210 1.738 -0.5064
C 0.621873 3.362833 -7.443138 -1.058 0.012 0.164 -0.9891
C -1.394346 -1.713848 4.077950 0.019 -1.338 -0.400 1.0051
O -0.579447 0.488064 3.939795 -0.235 -0.591 -0.231 -0.2190
H -0.729301 -4.502103 2.357346 0.176 0.030 -0.209 0.3189
C -7.749258 2.267582 -5.111653 0.957 -0.446 -0.054 0.3078
H -1.771393 0.748574 -3.574029 0.450 0.485 -0.240 0.0688
O -7.896841 1.081625 -5.129338 -0.379 0.215 0.065 -0.4965
H -4.352777 0.993700 -6.906829 0.007 0.055 0.017 0.3037
F -2.123437 -1.770274 2.945766 0.062 0.409 0.143 -0.2801
C -1.437344 1.536515 -4.280429 -0.172 -0.727 -1.202 -0.0164
F -3.268957 -3.888648 12.454586 0.130 0.069 -0.405 -0.2501
O 1.276064 -3.957380 2.110326 0.363 0.421 -0.536 -0.2281
C 4.222303 3.842228 1.409682 -0.315 -0.301 1.970 -0.3205
H -2.355688 2.081613 -4.589191 0.798 -0.081 0.435 -0.2220
C 5.115196 4.642203 -0.411264 1.207 1.021 -1.113 -0.3367
F -8.768914 4.318865 -5.775808 0.273 -0.312 0.057 -0.2414
C 9.131719 -0.356581 -2.147364 1.175 0.096 -0.976 0.8781
F -0.164567 -2.163128 3.759754 -0.230 1.253 0.256 -0.3214
C 0.230378 -4.598340 2.868731 -0.408 -1.097 0.465 -0.0438
O -1.997040 0.044453 5.624219 -0.104 -0.582 -0.069 -0.5148
O -1.141541 1.754664 -6.703877 1.275 -0.584 0.512 -0.3280
S -0.650097 4.145653 -4.123265 0.034 0.177 -0.389 -0.1596
H -1.949060 -2.625887 8.479252 -0.069 -0.192 0.143 0.3206
H -1.311640 4.752042 -3.086773 0.260 -0.880 -0.002 0.1777
H -1.306200 -0.103320 -5.694850 0.393 0.652 -0.381 0.3012
F 2.111794 -2.073749 0.064273 -0.123 0.006 0.135 -0.3278
C -5.423531 2.043805 -5.356307 0.507 -0.330 -0.261 -0.0624
O -2.202170 -4.834334 9.554683 -0.130 -0.241 0.397 -0.5085
H 0.105598 1.478308 6.404068 -0.072 0.106 -0.014 0.3340
O -3.590333 -3.074095 9.688714 -0.001 -0.233 0.525 -0.3182
H 5.167304 -1.858433 -1.102775 0.238 -0.026 -0.190 0.2884
H 1.437640 1.608720 5.269541 -0.003 0.118 -0.068 0.3015
C -0.501811 1.863237 4.364662 0.203 0.722 0.281 -0.2492
H 0.254378 0.803440 -5.421720 -0.662 -0.007 -0.490 0.4720
C 2.399261 -3.400775 0.129363 1.373 -0.002 -0.538 1.1858
H 4.726942 0.535337 -1.709085 0.011 -0.101 -0.021 0.3896
H -3.276195 -2.772401 6.344873 -0.221 0.017 0.325 0.0143
O 6.917970 -0.960520 -1.608174 0.368 -0.003 -0.208 -0.3900
H -0.235181 4.061101 -7.283762 0.614 -0.433 -0.089 0.2472
H -0.404644 1.852037 -8.611093 0.234 0.021 0.762 0.3440
C 5.798370 -1.055816 -0.720334 -0.520 -0.091 0.278 -0.6070
H -3.388356 -4.290940 7.241390 0.097 0.055 0.001 0.3280
H -1.462255 -0.288266 0.166480 0.101 0.434 -0.167 0.1391
H 6.121618 -1.349641 0.279246 0.149 0.139 -0.071 0.3675
H 4.202374 3.759984 2.517539 -0.027 0.067 -0.790 0.3502
C -0.506873 -0.958115 -1.463350 1.206 -0.106 0.839 0.2254
C -3.716386 -4.644204 11.436204 -0.656 -0.522 1.175 0.8732
C -0.004529 1.939063 -7.572195 0.141 0.715 -1.540 -0.2584
F 10.111022 0.490990 -1.826877 -0.455 -0.103 0.271 -0.2327
F -8.856732 3.803816 -3.678490 0.318 -0.287 -0.120 -0.2490
N 1.390988 3.138700 -2.285889 -0.729 -3.195 0.015 -0.5548
C 0.458793 2.018799 5.525399 0.034 -0.323 0.143 -1.1620
H 0.212658 -1.412890 -0.722034 -0.958 0.451 -0.775 -0.2749
F -3.452912 -5.917063 11.745371 0.174 0.270 -0.389 -0.2367
```
Positions in Å, forces in eV/Å.

Its LUMO energy is -3.1 eV. The molar mass is 1019.80 g/mol. As for the multiplicity: 1. The total energy comes out at -118020.4418 eV. The charge is +1. Its maximum force is 3.28 eV/Å. For the orbital gap, the calculation gives 0.3495 Ha.

***

What is the molar mass in the first record?
1056.92 g/mol

***

The highest multiplicity belongs to which entry?
C33H46F10N8O4P2Re

***

Which value of maximum force does entry 2 give?
3.28 eV/Å

***

Which value of molar mass does entry 1 give?
1056.92 g/mol